Record 1
Below is C21H31N3O3 in the gas phase, with properties calculated with wB97M-V/def2-TZVPD.

```
58
C21H31N3O3 | the Open Molecules 2025 dataset | wB97M-V/def2-TZVPD
C -1.9344 -4.6567 0.3228
O -0.9241 -4.4021 -0.6248
C -1.1575 -3.4606 -1.5811
C -0.1481 -3.2886 -2.5317
C -0.2950 -2.3562 -3.5361
C -1.4350 -1.5688 -3.6051
C -2.4376 -1.7268 -2.6625
C -3.6389 -0.8172 -2.6213
N -3.4988 0.1131 -1.5133
C -2.4337 1.0844 -1.5661
C -1.3837 0.7609 -0.4950
C -0.2935 1.8284 -0.5253
O -0.5095 2.9348 -0.9898
N 0.9142 1.4949 -0.0221
C 1.2925 0.2822 0.6638
C 1.6278 0.6156 2.1322
N 2.6314 1.6370 2.2847
C 4.0200 1.2377 2.4251
C 4.8208 1.0752 1.1256
C 4.7351 2.2241 3.3541
C 2.3093 2.8079 1.5013
C 1.9616 2.4982 0.0354
C -2.0600 0.7170 0.8921
C -3.5904 0.7637 0.7792
C -4.0676 -0.1645 -0.3182
O -4.8736 -1.0598 -0.1457
C -2.3003 -2.6766 -1.6550
H -2.1479 -3.7739 0.9341
H -2.8584 -4.9935 -0.1564
H -1.5472 -5.4505 0.9596
H 0.7352 -3.9033 -2.4602
H 0.4874 -2.2345 -4.2704
H -1.5407 -0.8379 -4.3933
H -3.7420 -0.2525 -3.5512
H -4.5517 -1.3886 -2.4359
H -1.9729 1.0561 -2.5535
H -2.8167 2.0968 -1.4046
H -0.9611 -0.2157 -0.7477
H 0.4983 -0.4594 0.6327
H 2.1745 -0.1363 0.1649
H 1.9459 -0.2907 2.6498
H 0.7088 0.9805 2.6096
H 3.9974 0.2654 2.9316
H 5.8225 0.7249 1.3633
H 4.9104 2.0246 0.6033
H 4.3585 0.3471 0.4635
H 5.7054 1.8285 3.6418
H 4.8899 3.1825 2.8656
H 4.1406 2.3842 4.2490
H 3.1371 3.5140 1.5399
H 1.4340 3.2832 1.9618
H 1.5909 3.3949 -0.4626
H 2.8357 2.1201 -0.5025
H -1.7708 -0.1951 1.4182
H -1.7299 1.5654 1.4961
H -3.9149 1.7794 0.5462
H -4.0512 0.4631 1.7203
H -3.0979 -2.7760 -0.9360
```

Properties
Energy relative to the best compared isomer or geometry (same formula, charge and spin)   161.2 kJ/mol
SMILES   COc1cccc(CN2C[C@@H](C(=O)N3CCN(C(C)C)CC3)CCC2=O)c1
Gap between HOMO and LUMO   8.718 eV
Max |F|   0.597 eV/A
Charge   0
Multiplicity   1
Calculated total energy   -1208.82105 Eh

Löwdin population analysis, charges in e, atoms 1 to 5: number 1, C, carries -0.0825; number 2, O, carries -0.0833; number 3, C, carries -0.2695; number 4, C, carries -0.0112; number 5, C, carries -0.0755

***

Record 2
Below is C21H31N3O4 in the gas phase, with properties calculated with wB97M-V/def2-TZVPD.

```
59
C21H31N3O4 | the Open Molecules 2025 dataset | wB97M-V/def2-TZVPD
C -6.5640 -3.1633 0.4151
O -6.3214 -1.8601 0.8805
C -5.2957 -1.2048 0.1755
C -5.1230 0.1922 0.7866
N -4.0655 0.9286 0.1516
C -4.2193 1.6919 -0.9824
C -5.5432 1.9399 -1.6140
C -2.9912 2.1592 -1.3444
C -2.0515 1.6942 -0.3834
C -0.6305 1.9950 -0.4422
O 0.0070 2.0335 -1.4724
C 0.0571 2.3375 0.8887
N 1.4176 1.8674 0.8443
C 2.5201 2.7177 0.6680
O 2.4898 3.9170 0.7468
N 3.5868 1.9106 0.4673
C 3.2273 0.5167 0.3099
C 3.9549 -0.3813 1.3140
C 5.4753 -0.4644 1.1958
C 6.0376 -1.0934 -0.0826
C 5.3236 -2.3721 -0.5399
C 4.3621 -2.1783 -1.7149
C 3.0854 -1.3772 -1.4514
C 3.3071 0.1137 -1.1769
C 1.7433 0.5585 0.6742
O 0.9894 -0.3777 0.7999
C -2.7550 0.9173 0.5250
C -2.2561 0.0821 1.6528
H -6.8747 -3.1589 -0.6369
H -7.3656 -3.5673 1.0294
H -5.6719 -3.7937 0.5149
H -4.3543 -1.7718 0.2474
H -5.5520 -1.1242 -0.8925
H -6.0635 0.7366 0.6804
H -4.9150 0.0853 1.8530
H -6.2102 2.4703 -0.9330
H -5.4027 2.5522 -2.5000
H -6.0284 1.0105 -1.9103
H -2.7588 2.7921 -2.1764
H -0.4690 1.9201 1.7452
H 0.1007 3.4284 0.9755
H 4.4735 2.2798 0.1698
H 3.5149 -1.3751 1.2488
H 3.7231 0.0059 2.3108
H 5.9019 0.5343 1.3134
H 5.8177 -1.0605 2.0458
H 6.0342 -0.3684 -0.8959
H 7.0871 -1.3240 0.1169
H 4.7971 -2.8285 0.2988
H 6.0783 -3.0917 -0.8666
H 4.0583 -3.1704 -2.0591
H 4.9075 -1.7069 -2.5371
H 2.5164 -1.8214 -0.6351
H 2.4651 -1.4654 -2.3457
H 4.2663 0.4349 -1.5832
H 2.5349 0.6927 -1.6926
H -2.3461 0.6068 2.6063
H -1.2126 -0.1774 1.4874
H -2.8200 -0.8447 1.7289
```

Properties
Energy relative to the best compared isomer or geometry (same formula, charge and spin)   78.3 kJ/mol
SMILES   COCCn1c(C)cc(C(=O)CN2C(=O)NC3(CCCCCCC3)C2=O)c1C
Gap between HOMO and LUMO   8.857 eV
Max |F|   0.738 eV/A
Charge   0
Multiplicity   1
Calculated total energy   -1284.09337 Eh

Löwdin population analysis, charges in e, atoms 1 to 5: number 1, C, carries -0.1124; number 2, O, carries -0.1837; number 3, C, carries -0.2084; number 4, C, carries -0.0994; number 5, N, carries -0.0209

***

Copy entry 2 word for word.
Below is C21H31N3O4 in the gas phase, with properties calculated with wB97M-V/def2-TZVPD.

```
59
C21H31N3O4 | the Open Molecules 2025 dataset | wB97M-V/def2-TZVPD
C -6.5640 -3.1633 0.4151
O -6.3214 -1.8601 0.8805
C -5.2957 -1.2048 0.1755
C -5.1230 0.1922 0.7866
N -4.0655 0.9286 0.1516
C -4.2193 1.6919 -0.9824
C -5.5432 1.9399 -1.6140
C -2.9912 2.1592 -1.3444
C -2.0515 1.6942 -0.3834
C -0.6305 1.9950 -0.4422
O 0.0070 2.0335 -1.4724
C 0.0571 2.3375 0.8887
N 1.4176 1.8674 0.8443
C 2.5201 2.7177 0.6680
O 2.4898 3.9170 0.7468
N 3.5868 1.9106 0.4673
C 3.2273 0.5167 0.3099
C 3.9549 -0.3813 1.3140
C 5.4753 -0.4644 1.1958
C 6.0376 -1.0934 -0.0826
C 5.3236 -2.3721 -0.5399
C 4.3621 -2.1783 -1.7149
C 3.0854 -1.3772 -1.4514
C 3.3071 0.1137 -1.1769
C 1.7433 0.5585 0.6742
O 0.9894 -0.3777 0.7999
C -2.7550 0.9173 0.5250
C -2.2561 0.0821 1.6528
H -6.8747 -3.1589 -0.6369
H -7.3656 -3.5673 1.0294
H -5.6719 -3.7937 0.5149
H -4.3543 -1.7718 0.2474
H -5.5520 -1.1242 -0.8925
H -6.0635 0.7366 0.6804
H -4.9150 0.0853 1.8530
H -6.2102 2.4703 -0.9330
H -5.4027 2.5522 -2.5000
H -6.0284 1.0105 -1.9103
H -2.7588 2.7921 -2.1764
H -0.4690 1.9201 1.7452
H 0.1007 3.4284 0.9755
H 4.4735 2.2798 0.1698
H 3.5149 -1.3751 1.2488
H 3.7231 0.0059 2.3108
H 5.9019 0.5343 1.3134
H 5.8177 -1.0605 2.0458
H 6.0342 -0.3684 -0.8959
H 7.0871 -1.3240 0.1169
H 4.7971 -2.8285 0.2988
H 6.0783 -3.0917 -0.8666
H 4.0583 -3.1704 -2.0591
H 4.9075 -1.7069 -2.5371
H 2.5164 -1.8214 -0.6351
H 2.4651 -1.4654 -2.3457
H 4.2663 0.4349 -1.5832
H 2.5349 0.6927 -1.6926
H -2.3461 0.6068 2.6063
H -1.2126 -0.1774 1.4874
H -2.8200 -0.8447 1.7289
```

Properties
Energy relative to the best compared isomer or geometry (same formula, charge and spin)   78.3 kJ/mol
SMILES   COCCn1c(C)cc(C(=O)CN2C(=O)NC3(CCCCCCC3)C2=O)c1C
Gap between HOMO and LUMO   8.857 eV
Max |F|   0.738 eV/A
Charge   0
Multiplicity   1
Calculated total energy   -1284.09337 Eh

Löwdin population analysis, charges in e, atoms 1 to 5: number 1, C, carries -0.1124; number 2, O, carries -0.1837; number 3, C, carries -0.2084; number 4, C, carries -0.0994; number 5, N, carries -0.0209

***

Q: Which value of energy relative to the best compared isomer or geometry (same formula, charge and spin) does entry 1 give?
A: 161.2 kJ/mol

***

Q: What is the max |F| in the first record?
A: 0.597 eV/A